The following is a quantum chemistry calculation of C38H41I2NO2PSbSc as an isolated structure, from OMol25.

Output
HOMO = -3.94 eV
E_tot = -98385.4374 eV
E_LUMO = 2.32 eV
Kohn-Sham gap = 6.3 eV
Total charge = -1
Largest force on an atom = 0.47 eV Å⁻¹

Geometry as XYZ:
```
87
Properties=species:S:1:pos:R:3:mulliken_charge:R:1
Sc 1.12 -0.58 -1.20 0.10
I 0.52 -0.40 -6.42 -0.08
C 0.85 -2.00 -5.12 -0.31
C 1.22 -3.25 -5.62 -0.51
C 1.58 -4.23 -4.71 0.03
I 2.30 -6.04 -5.50 -0.03
C 1.49 -4.04 -3.32 0.90
C 2.03 -4.93 -2.28 -0.97
C 2.14 -4.49 -1.03 -0.91
C 1.65 -3.14 -0.58 0.84
N 0.68 -2.57 -1.54 -0.54
C 0.94 -2.84 -2.87 0.09
C 0.78 -1.75 -3.76 0.31
O 0.69 -0.54 -3.21 -0.08
H 1.28 -3.43 -6.68 0.36
H 2.41 -5.90 -2.57 0.15
H 2.62 -5.11 -0.28 0.37
H 1.13 -3.28 0.38 0.20
O 1.16 1.00 0.17 0.81
C 1.01 2.25 0.31 -2.53
C -0.46 2.70 0.43 0.64
C -0.72 3.65 1.42 -0.40
C -1.95 4.29 1.50 -0.94
C -2.91 4.05 0.52 -0.68
C -2.66 3.14 -0.48 -0.36
C -1.46 2.42 -0.51 1.43
P -1.10 1.16 -1.79 1.16
C -0.75 2.25 -3.23 0.65
C 0.56 2.66 -3.44 -0.30
C 0.88 3.52 -4.48 -0.67
C -0.12 3.98 -5.33 -0.51
C -1.43 3.58 -5.13 -0.73
C -1.74 2.72 -4.08 -0.23
C -2.68 0.37 -2.21 0.25
C -3.71 0.23 -1.28 -0.43
C -4.82 -0.54 -1.59 -0.76
C -4.91 -1.18 -2.81 -0.56
C -3.88 -1.07 -3.73 -0.77
C -2.76 -0.30 -3.43 -0.36
H 0.06 3.90 2.13 0.52
H -2.14 5.00 2.29 0.40
H -3.85 4.59 0.54 0.42
H -3.41 2.96 -1.24 0.44
H 1.36 2.31 -2.79 0.22
H 1.91 3.83 -4.63 0.41
H 0.13 4.64 -6.15 0.37
H -2.21 3.92 -5.79 0.42
H -2.77 2.41 -3.94 0.34
H -3.64 0.72 -0.32 0.40
H -5.62 -0.64 -0.86 0.42
H -5.78 -1.79 -3.04 0.38
H -3.92 -1.59 -4.68 0.44
H -1.94 -0.24 -4.14 0.22
C 2.73 -2.03 -0.43 -1.35
H 3.14 -1.97 0.58 0.23
H 3.55 -2.23 -1.12 0.40
C 0.97 -2.84 5.34 -1.56
C 1.67 -1.49 5.13 0.33
C 3.18 -1.64 5.33 -1.48
Sb 1.27 -0.72 3.14 0.52
C -0.89 -0.59 3.40 0.41
C -1.59 -0.28 2.08 -1.43
C -1.37 0.34 4.50 -1.50
C 1.90 1.32 3.52 1.94
C 1.85 1.80 4.96 -1.41
C 3.30 1.48 2.93 -1.44
H 1.26 -3.28 6.30 0.43
H 1.25 -3.55 4.56 0.29
H -0.11 -2.74 5.33 0.33
H 1.28 -0.78 5.85 0.29
H 3.61 -2.31 4.57 0.31
H 3.40 -2.08 6.31 0.42
H 3.70 -0.69 5.26 0.27
H -1.14 -1.62 3.68 0.37
H -1.42 0.75 1.78 0.04
H -2.67 -0.43 2.17 0.59
H -1.24 -0.93 1.27 0.26
H -1.17 1.39 4.24 0.20
H -0.90 0.14 5.47 0.36
H -2.45 0.25 4.64 0.45
H 1.22 1.93 2.92 -1.29
H 2.55 1.25 5.60 0.24
H 0.86 1.71 5.41 0.30
H 2.14 2.85 5.01 0.44
H 4.03 0.86 3.46 0.35
H 3.63 2.52 3.02 0.41
H 3.33 1.22 1.88 0.24
```

=====

The following is a quantum chemistry calculation of C38H41N6PdSeSi as an isolated structure, from OMol25.

Output
HOMO = -2.76 eV
E_tot = -125715.1606 eV
E_LUMO = 2.33 eV
Kohn-Sham gap = 5.1 eV
Total charge = -1
Largest force on an atom = 2.50 eV Å⁻¹

Geometry as XYZ:
```
88
Properties=species:S:1:pos:R:3:mulliken_charge:R:1
Pd -1.73 -0.29 0.92 -0.67
C -1.82 -2.11 -0.16 -0.92
Si -0.63 -2.55 -1.46 0.15
C 1.19 -2.32 -0.92 -1.10
N 1.62 -0.97 -0.61 0.54
C 2.94 -1.00 0.09 -0.45
C 4.06 -0.46 -0.77 -0.80
C 3.85 1.06 -1.01 -0.78
C 2.29 1.31 -1.04 -0.61
C 1.58 0.07 -1.60 0.72
C -0.77 -1.59 -3.15 0.34
C -1.83 -0.68 -3.46 -0.64
C -1.75 0.15 -4.57 -0.44
C -0.65 0.07 -5.40 -0.62
C 0.32 -0.90 -5.19 -0.81
C 0.20 -1.74 -4.11 0.24
C -0.67 -4.38 -1.99 0.66
C -1.07 -4.85 -3.20 0.16
C -1.04 -6.22 -3.52 -0.74
C -0.69 -7.14 -2.54 -0.36
C -0.39 -6.69 -1.22 -0.74
C -0.38 -5.30 -0.96 -0.67
H -1.85 -2.89 0.60 0.33
H -2.78 -2.08 -0.65 0.43
H 1.83 -2.82 -1.65 0.26
H 1.24 -2.94 -0.03 0.65
H 3.19 -1.98 0.40 0.75
H 2.89 -0.42 1.01 -0.28
H 4.08 -0.99 -1.68 0.35
H 5.06 -0.58 -0.28 0.38
H 4.25 1.37 -2.02 0.35
H 4.31 1.64 -0.21 0.33
H 1.98 2.22 -1.59 0.50
H 1.86 1.52 -0.04 0.07
H 2.01 -0.22 -2.57 0.08
H 0.55 0.27 -1.86 -0.82
H -2.69 -0.66 -2.79 0.21
H -2.55 0.83 -4.80 0.50
H -0.54 0.72 -6.23 0.44
H 1.05 -1.14 -5.95 0.39
H 0.98 -2.49 -3.97 0.34
H -1.32 -4.13 -3.99 0.25
H -1.33 -6.63 -4.48 0.39
H -0.70 -8.22 -2.75 0.30
H -0.18 -7.43 -0.45 0.37
H -0.17 -4.87 -0.01 0.32
C -1.53 2.08 -1.48 -0.97
N -2.47 2.94 -0.73 0.61
C -2.62 2.79 0.60 -0.36
Se -1.57 1.88 1.77 -0.37
N -3.74 3.60 0.92 0.03
C -4.16 4.29 -0.19 -0.16
C -5.20 5.15 -0.42 -0.55
C -5.42 5.64 -1.73 -0.72
C -4.48 5.33 -2.72 -0.60
C -3.47 4.40 -2.50 -0.53
C -3.36 3.85 -1.24 1.17
H -1.72 0.98 -1.22 -0.05
H -0.53 2.25 -1.10 0.53
H -1.57 2.29 -2.55 -0.03
H -3.93 3.73 1.90 0.28
H -5.86 5.43 0.39 0.37
H -6.11 6.43 -1.84 0.36
H -4.60 5.70 -3.69 0.41
H -2.77 4.14 -3.29 0.35
C -0.88 -0.46 4.16 -0.42
C -0.16 -1.68 4.07 -0.68
N 0.79 -2.07 4.91 -0.69
C 1.23 -1.16 5.76 -0.14
C 0.63 0.06 5.95 0.46
C -0.54 0.36 5.25 -0.44
C 1.23 1.10 6.86 -0.84
C 2.26 1.86 6.47 -0.75
C 2.83 1.82 5.08 1.06
C 4.16 2.18 4.85 -0.73
C 4.58 2.11 3.50 -0.16
N 3.82 1.64 2.55 -0.19
C 2.57 1.38 2.87 -0.40
N 2.03 1.46 4.07 -0.20
H -1.75 -0.32 3.53 0.91
H -0.40 -2.35 3.29 0.49
H 2.02 -1.44 6.45 0.40
H -1.00 1.32 5.41 0.38
H 0.79 1.18 7.85 0.44
H 2.73 2.56 7.15 0.37
H 4.87 2.60 5.62 0.30
H 5.60 2.44 3.26 0.36
H 1.86 1.01 2.09 0.35
```

=====

The following is a quantum chemistry calculation of C38H42N10O2Pt as an isolated structure, from OMol25.

Output
HOMO (spin up / spin down) = -10.65 / -13.28 eV
Expectation value of S² = 6.09
Spin multiplicity = 5
E_tot = -62309.1044 eV
E_LUMO (spin up / spin down) = -5.46 / -8.45 eV
Kohn-Sham gap (spin up / spin down) = 5.2 / 4.8 eV
Total charge = +2
Largest force on an atom = 4.07 eV Å⁻¹

Geometry as XYZ:
```
93
Properties=species:S:1:pos:R:3:lowdin_spin:R:1
Pt 5.70 -17.28 4.05 0.09
O 5.62 -13.77 5.97 0.02
C 6.19 -14.35 5.02 0.02
N 5.49 -15.25 4.13 0.30
C 4.70 -14.64 3.23 0.08
C 4.45 -13.28 3.02 0.09
C 3.54 -12.97 2.01 0.03
C 3.07 -13.90 1.06 0.18
C 3.36 -15.28 1.21 -0.02
C 4.08 -15.63 2.34 0.13
N 4.33 -16.90 2.74 0.05
C 3.71 -18.02 2.31 0.05
O 2.64 -18.13 1.66 0.06
C 3.48 -19.57 4.36 0.10
C 2.68 -20.61 3.53 0.13
C 2.25 -21.79 4.29 0.21
C 2.86 -22.11 5.50 0.16
C 3.97 -21.26 5.89 0.20
N 4.34 -20.15 5.35 0.16
C 7.65 -14.21 4.82 0.01
C 8.37 -13.90 5.97 0.00
C 9.64 -13.42 5.84 0.00
C 10.15 -13.20 4.57 0.00
C 9.44 -13.71 3.47 0.00
N 8.25 -14.23 3.61 0.00
H 4.87 -12.56 3.74 0.00
H 3.13 -11.97 1.78 0.00
H 2.64 -13.39 0.18 0.01
H 2.98 -16.08 0.60 0.00
H 1.82 -20.15 2.96 0.01
H 1.40 -22.39 3.99 0.01
H 2.38 -22.90 6.09 0.00
H 4.64 -21.62 6.72 0.01
H 7.82 -14.01 6.92 0.00
H 10.31 -13.23 6.67 0.00
H 11.16 -12.76 4.41 0.00
H 9.95 -13.84 2.53 0.00
C 3.13 -17.91 6.05 0.06
N 2.80 -18.44 4.75 0.51
C 1.47 -17.93 4.32 0.05
C 4.38 -19.32 2.92 0.18
N 5.73 -19.11 3.19 0.32
C 6.85 -19.23 2.31 0.07
C 6.63 -19.59 0.98 0.14
C 7.72 -19.81 0.16 0.02
C 9.02 -19.60 0.54 0.19
C 9.29 -19.03 1.81 0.00
C 10.60 -18.68 2.13 0.07
C 10.87 -17.99 3.30 0.00
C 9.83 -17.78 4.20 0.06
C 8.47 -18.18 3.97 0.01
N 7.44 -17.95 4.88 0.01
C 7.61 -18.35 6.17 0.00
N 6.71 -17.96 7.11 0.00
C 6.30 -18.87 8.17 0.00
C 6.09 -16.65 7.15 0.00
N 8.53 -19.35 6.56 0.00
C 9.36 -19.15 7.71 0.00
C 9.03 -20.46 5.73 0.00
C 8.22 -18.84 2.71 0.01
N 3.93 -20.68 2.49 0.06
C 3.49 -20.87 1.07 0.01
C 4.94 -21.78 2.86 0.01
H 3.02 -16.83 6.09 0.01
H 4.17 -18.18 6.33 0.00
H 2.43 -18.31 6.82 0.03
H 1.54 -16.82 4.23 0.01
H 0.74 -18.24 5.11 0.02
H 1.18 -18.37 3.38 0.00
H 5.64 -19.74 0.58 0.01
H 7.52 -20.34 -0.78 0.00
H 9.85 -19.76 -0.11 0.01
H 11.38 -18.91 1.42 0.00
H 11.86 -17.58 3.48 0.00
H 10.08 -17.35 5.15 0.00
H 6.60 -19.88 7.90 0.00
H 5.22 -18.76 8.24 0.00
H 6.71 -18.53 9.11 0.00
H 6.77 -15.87 6.76 0.00
H 5.77 -16.43 8.16 0.00
H 5.18 -16.62 6.49 0.00
H 9.27 -18.11 8.13 0.00
H 10.38 -19.24 7.40 0.00
H 9.08 -19.82 8.54 0.00
H 8.22 -20.79 5.07 0.00
H 9.35 -21.21 6.50 0.00
H 9.84 -20.11 5.09 0.00
H 3.17 -19.92 0.61 0.00
H 2.70 -21.62 1.08 0.00
H 4.37 -21.30 0.57 0.00
H 5.38 -21.48 3.82 0.00
H 5.71 -21.94 2.09 0.00
H 4.38 -22.71 2.98 0.00
```